Entry 1:
Computed, not measured: a cluster of 2 separate species, C2H2N2OS in total, with the ωB97M-V functional and the def2-TZVPD basis.

The geometry in XYZ format:
```
8
Properties=species:S:1:pos:R:3:forces:R:3:mulliken_charge:R:1
C 1.116 1.285 2.450 -4.136 1.135 0.990 -0.1581
C -0.999 -1.365 -2.095 -0.485 1.406 1.474 0.6876
N 0.940 0.889 1.345 1.346 -0.980 -1.970 -0.0541
N -1.724 -0.706 -1.364 -0.098 -1.222 -1.267 -0.5391
O -0.299 -1.962 -2.795 0.073 -0.654 -0.678 -0.3909
S 0.570 0.508 -0.114 0.059 0.005 -0.960 -0.0892
H 1.746 1.469 3.200 3.457 0.252 2.405 0.2814
H -1.350 -0.118 -0.628 -0.216 0.058 0.006 0.2624
```
Positions in Å, forces in eV/Å.

E_HOMO (spin up / spin down), eV: -6.3493 / -9.5459
Frontier orbital gap (spin up / spin down), hartree: 0.2534 / 0.2314
ΔE to the lowest compared entry with this formula, charge and spin, kJ/mol: 205.4
Expectation value of S²: 2.01
Spin multiplicity: 3

---

Entry 2:
Computed, not measured: the molecule C28H27ClO4, with the ωB97M-V functional and the def2-TZVPD basis.

The geometry in XYZ format:
```
60
Properties=species:S:1:pos:R:3:forces:R:3:mulliken_charge:R:1
C -0.698 3.400 3.705 -0.135 0.402 0.246 -1.1812
C -1.765 2.598 2.984 0.582 0.354 0.654 -0.1602
O -1.181 2.176 1.724 -0.374 -0.327 0.266 -0.1199
C -2.076 1.475 1.036 -2.279 -1.072 0.647 -0.0362
C -1.449 0.599 -0.166 -3.225 2.792 1.216 1.9414
Cl -2.884 0.388 -1.219 -0.151 -0.271 -0.345 -0.1023
C -0.599 1.627 -1.077 1.938 -2.110 -2.733 -0.2560
O -0.460 1.430 -2.291 -0.880 0.291 2.783 -0.6335
O 0.103 2.584 -0.465 -0.316 -0.080 -0.305 -0.2100
C 1.145 3.154 -1.322 0.290 0.268 0.240 -0.0995
C 2.097 3.922 -0.420 0.088 0.286 0.130 -1.0003
O -3.252 1.406 1.422 2.645 -0.123 -1.573 -0.6211
H -1.016 3.593 4.747 0.182 -0.141 -0.489 0.4156
H 0.264 2.877 3.713 -0.161 0.043 0.065 0.2330
H -0.565 4.380 3.217 0.042 -0.404 0.151 0.2979
H -2.062 1.687 3.534 0.060 0.469 -0.210 0.2719
H -2.649 3.219 2.807 0.133 -0.306 -0.062 0.3054
H 1.654 2.335 -1.857 -0.326 0.309 0.245 0.1680
H 0.689 3.839 -2.046 -0.043 -0.368 0.042 0.3896
H 2.943 4.316 -1.019 -0.456 -0.253 0.262 0.3949
H 1.585 4.785 0.042 0.206 -0.381 -0.148 0.2878
H 2.501 3.280 0.376 -0.127 0.239 -0.347 0.1288
C 1.907 -2.992 -4.958 -0.061 0.048 -0.169 -0.3937
C 0.917 -3.626 -4.210 -0.265 0.409 0.476 -0.8191
C 0.544 -3.108 -2.959 0.283 -0.163 -0.396 -0.3716
C 1.182 -1.969 -2.449 0.427 -0.163 -0.494 -0.1179
C 0.784 -1.418 -1.139 -0.751 0.338 0.803 1.2011
C -0.508 -1.503 -0.729 1.037 -0.919 -1.417 -0.8589
C -1.114 -0.883 0.458 1.093 1.336 0.253 -0.0138
C -2.292 -1.585 1.100 -0.097 0.337 0.324 -0.2449
C -2.514 -1.433 2.482 0.057 0.268 -0.480 -0.0955
C -3.725 -1.802 3.049 -0.475 -0.689 0.234 -0.7284
C -4.721 -2.409 2.259 0.431 0.135 -0.244 -0.5621
C -4.449 -2.656 0.896 -0.346 -0.530 1.142 -0.7544
C -3.219 -2.309 0.361 -0.202 0.211 -0.715 -0.2996
C 1.841 -0.752 -0.315 0.744 -0.393 0.535 0.6777
C 1.561 0.304 0.556 -0.729 -0.026 -0.051 0.5670
C 2.513 0.859 1.407 -0.064 -0.147 -0.263 -1.5136
C 3.807 0.358 1.404 -0.149 -0.156 -0.437 -0.6332
C 4.132 -0.700 0.546 -0.289 0.109 -0.204 -0.8784
C 3.168 -1.248 -0.298 -0.107 -0.501 -0.377 -0.4196
C 2.207 -1.357 -3.203 -0.257 -0.229 -0.370 -0.0786
C 2.553 -1.859 -4.470 -0.340 0.332 0.831 -0.8376
H 2.148 -3.356 -5.954 0.023 -0.041 0.177 0.3769
H 0.392 -4.498 -4.600 0.224 0.186 0.066 0.3874
H -0.239 -3.594 -2.363 0.422 0.145 -0.320 0.4197
H -1.232 -1.918 -1.456 0.562 0.201 0.538 0.2212
H -0.390 -0.659 1.268 -0.348 -0.506 -0.503 0.8997
H -1.728 -1.011 3.114 -0.241 0.096 -0.232 0.4735
H -3.883 -1.676 4.133 0.067 -0.029 -0.682 0.3572
H -5.669 -2.737 2.716 0.557 0.307 -0.353 0.3588
H -5.190 -3.190 0.297 0.302 0.228 0.132 0.3969
H -3.010 -2.562 -0.685 -0.176 0.270 0.426 0.2466
H 0.532 0.685 0.580 1.509 -0.012 0.256 0.1810
H 2.218 1.693 2.039 0.141 -0.187 -0.016 0.3843
H 4.565 0.808 2.022 0.147 0.001 0.186 0.4382
H 5.150 -1.081 0.508 -0.186 0.022 0.096 0.4059
H 3.431 -2.105 -0.963 -0.193 0.866 0.668 0.4737
H 2.707 -0.460 -2.812 -0.284 -0.466 -0.230 0.3596
H 3.297 -1.319 -5.056 -0.159 -0.305 0.077 0.3798
```
Positions in Å, forces in eV/Å.

E_HOMO, eV: -8.2351
Frontier orbital gap, hartree: 0.3162
Structure (SMILES): CCOC(=O)C(Cl)(C(=O)OCC)[C@H](C=C(c1ccccc1)c1ccccc1)c1ccccc1

---

Entry 3:
Computed, not measured: a structure of composition C6H20Be2O8Ti, with the ωB97M-V functional and the def2-TZVPD basis.

The geometry in XYZ format:
```
37
Properties=species:S:1:pos:R:3:forces:R:3:mulliken_charge:R:1
Ti -2.728 -0.505 -1.502 -7.244 -3.277 -1.833 1.2459
Be -0.158 -2.026 -0.988 4.936 2.345 3.047 0.2864
Be -0.450 0.568 -2.994 0.434 -0.129 1.368 1.0310
C -0.905 0.223 -0.659 6.865 -5.899 2.372 1.2280
O -1.451 -0.787 -0.084 3.925 -0.604 -6.122 -0.5668
O -1.563 0.895 -1.394 -2.173 -2.629 -11.880 -0.7349
O 0.226 -0.052 -1.052 -2.150 5.134 -0.235 -1.9030
C 2.580 -1.981 -1.994 1.548 -1.910 0.888 -0.8143
O 1.519 -1.271 -1.391 -1.157 -9.699 -5.239 -0.0471
H 3.138 -1.470 -2.779 -0.408 0.099 -0.060 0.3210
H 3.235 -2.143 -1.138 0.790 -0.348 -0.543 0.3270
H 2.288 -2.979 -2.321 -0.275 0.201 -0.247 0.3517
H 1.956 -0.532 -0.962 0.951 0.918 0.312 0.6023
C 0.014 -1.567 1.796 -0.164 0.718 2.234 -0.0313
O 0.686 -2.147 0.643 -3.048 -0.052 -0.026 -0.1734
H -0.925 -1.034 1.650 1.351 -0.760 0.096 -0.2523
H -0.277 -2.303 2.546 0.648 -0.282 -0.063 0.3803
H 0.680 -0.801 2.194 0.271 -0.352 0.320 0.4171
H 1.581 -2.257 0.973 0.615 -0.619 -0.728 0.3621
C -1.276 2.890 0.810 -0.513 0.207 -0.144 -0.5831
O -1.895 2.556 -0.486 -0.489 6.057 5.261 -0.6632
H -0.207 2.687 0.885 0.453 -0.215 -0.656 0.1655
H -1.374 3.933 1.110 -0.275 0.115 -0.693 0.3825
H -1.698 2.331 1.645 -0.430 -0.165 -0.225 0.1930
H -1.610 1.682 -0.764 -1.126 7.695 4.043 1.2397
C 2.459 1.300 -0.349 0.131 2.750 -0.135 -0.3069
O 2.958 0.220 -1.091 3.207 2.498 0.612 -0.5182
H 1.380 1.145 -0.361 0.845 0.888 1.478 -0.1566
H 3.029 1.549 0.546 -0.476 -0.855 0.474 0.2985
H 2.632 2.218 -0.912 -0.164 0.183 -0.237 0.4006
H 3.265 0.579 -1.926 0.470 -0.359 -0.231 0.4238
C -3.011 0.143 1.977 -0.310 -0.592 -0.460 -0.6549
O -2.815 -1.094 1.382 -4.056 -3.473 2.065 -0.7813
H -2.109 0.331 2.560 -0.218 0.868 0.412 0.3019
H -3.165 0.778 1.105 -0.178 1.446 0.673 0.2700
H -3.913 0.023 2.578 0.188 0.717 0.131 0.3658
H -2.096 -1.102 0.746 -2.773 -0.620 3.972 0.5933
```
Positions in Å, forces in eV/Å.

E_HOMO (spin up / spin down), eV: -19.9760 / -19.5894
Frontier orbital gap (spin up / spin down), hartree: 0.2072 / 0.1561
Charge: +3
ΔE to the lowest compared entry with this formula, charge and spin, kJ/mol: 1076.7
Expectation value of S²: 3.78
Spin multiplicity: 4

---

Entry 4:
Computed, not measured: a structure of composition C15H15CeNO2, with the ωB97M-V functional and the def2-TZVPD basis.

The geometry in XYZ format:
```
34
Properties=species:S:1:pos:R:3:forces:R:3:mulliken_charge:R:1
C 0.193 -1.384 -1.796 0.320 -0.190 -1.508 -0.5427
C -1.049 -1.273 -1.146 -1.546 0.031 -0.697 -0.2952
C -1.049 -2.129 -0.025 -1.318 -1.163 0.167 -0.5384
C 0.205 -2.806 0.013 0.318 -1.055 0.419 -0.4883
C 0.978 -2.330 -1.094 0.823 -1.118 -0.586 -0.2442
Ce 0.723 -0.456 0.577 2.077 4.805 1.199 0.5036
C -1.405 2.206 -1.146 -0.576 0.289 -6.458 -0.8318
C -0.836 2.878 -2.336 2.834 -2.336 1.967 -0.5219
C 0.464 2.821 -2.872 0.598 0.797 -1.268 -0.4653
N 2.328 0.494 0.182 1.201 1.118 -2.794 -0.3933
H -1.877 -2.196 0.734 1.064 0.017 -0.896 0.4573
H -1.905 -0.622 -1.467 1.201 -0.658 0.453 0.4941
H 0.606 -3.393 0.902 -0.637 0.582 -1.426 0.3697
H 2.059 -2.587 -1.309 -1.553 0.355 0.297 0.3452
H 0.495 -0.798 -2.706 -0.297 -0.645 1.199 0.3778
H -2.252 1.573 -1.478 0.101 0.260 -0.453 0.1625
H 2.831 1.103 -0.622 -1.435 -1.615 2.343 0.1476
H -1.413 1.955 -0.183 1.197 0.554 4.593 0.6289
H 0.602 3.205 -3.940 -0.423 0.108 1.440 0.2048
H 1.684 2.509 -2.620 -3.549 0.007 0.407 0.0531
O 1.150 -0.297 2.848 -0.893 0.136 -0.041 -0.6666
C 0.048 0.323 3.110 0.499 -0.561 -1.514 0.9424
O -0.762 0.657 2.179 0.552 -0.095 1.720 -0.7287
C -0.118 0.527 4.553 -0.268 0.175 0.315 0.2295
C -0.912 1.528 5.100 0.195 -0.281 0.223 -0.3064
C -0.880 1.699 6.486 0.025 -0.164 0.048 -0.5337
C -0.104 0.844 7.281 0.004 0.011 -0.178 -0.3330
C 0.666 -0.176 6.706 -0.265 0.152 -0.060 -0.5342
C 0.665 -0.327 5.329 -0.079 0.136 0.587 -0.4148
H -1.513 2.138 4.425 0.166 -0.046 0.294 0.4451
H -1.461 2.500 6.944 0.140 -0.242 -0.047 0.3628
H -0.094 0.966 8.362 -0.035 0.066 -0.161 0.3600
H 1.271 -0.857 7.302 -0.179 0.257 0.090 0.3591
H 1.275 -1.078 4.824 -0.259 0.312 0.328 0.3948
```
Positions in Å, forces in eV/Å.

E_HOMO (spin up / spin down), eV: -1.8747 / -2.7410
Frontier orbital gap (spin up / spin down), hartree: 0.1559 / 0.1876
Charge: -1
ΔE to the lowest compared entry with this formula, charge and spin, kJ/mol: 106.2
Expectation value of S²: 0.76
Spin multiplicity: 2

---

| no. | calculated total energy (eV) | largest force on an atom (eV/A) |
| --- | --- | --- |
| 1 | -17963.74910 | 4.40 |
| 2 | -50184.96131 | 4.44 |
| 3 | -46794.91236 | 12.36 |
| 4 | -34306.59149 | 6.49 |